(1)
Computed, not measured: a structure of composition C16H29CaF2N5O3P2 in a non-equilibrium geometry, with ωB97M-V/def2-TZVPD.

```
! wB97M-V def2-TZVPD RIJCOSX def2/J DEFGRID3
* xyz 0 1
Ca 0.1323 -0.0153 0.1477
C 1.2154 1.8509 -2.6990
N 0.3248 0.8779 -3.3333
C 0.9994 -0.0821 -4.1983
P -1.2099 0.7736 -2.8059
O -1.3581 0.9947 -1.3357
O -1.6499 -0.7392 -3.1886
P -1.2839 -1.9729 -2.1884
O 0.0122 -1.6958 -1.5101
N -1.2055 -3.3283 -3.0755
C -2.3910 -3.8328 -3.7581
C 0.0620 -3.7426 -3.6761
N -2.5703 -2.0276 -1.1970
C -2.4059 -2.7261 0.0814
C -3.8050 -1.2645 -1.3213
N -2.1615 1.7824 -3.6513
C -2.0628 1.8253 -5.1069
C -3.4866 2.1277 -3.1372
H 1.7174 2.4570 -3.4553
H 1.9890 1.3319 -2.1225
H 0.6631 2.5156 -2.0370
H 1.5947 0.4563 -4.9383
H 0.2758 -0.6955 -4.7298
H 1.6527 -0.7317 -3.6109
H -3.2854 -3.6268 -3.1720
H -2.3039 -4.9140 -3.8685
H -2.5041 -3.3890 -4.7522
H 0.8912 -3.3722 -3.0797
H 0.1513 -3.3804 -4.7053
H 0.1017 -4.8321 -3.6889
H -1.4226 -3.1891 0.1469
H -3.1712 -3.4961 0.1966
H -2.5053 -2.0168 0.9081
H -3.9466 -0.9240 -2.3440
H -3.7940 -0.3972 -0.6566
H -4.6486 -1.9055 -1.0580
H -1.0281 1.7059 -5.4235
H -2.4083 2.7987 -5.4554
H -2.6760 1.0495 -5.5766
H -3.4791 2.1114 -2.0506
H -4.2507 1.4397 -3.5137
H -3.7377 3.1358 -3.4675
F 2.4777 -0.6020 1.6417
C 1.5036 -1.6395 1.4405
F 2.1519 -2.4844 0.4870
H 1.5606 -2.2406 2.3557
N -0.3569 6.3035 4.8750
C -0.2809 5.3838 4.1877
C -0.1943 4.2309 3.3231
C 0.2509 3.0098 3.8235
C 0.3246 1.9138 2.9745
C -0.0414 1.9531 1.6161
C -0.4833 3.2141 1.1742
C -0.5596 4.3396 1.9843
H 0.5400 2.9331 4.8645
H 0.7039 0.9896 3.4038
H -0.8052 3.3412 0.1402
H -0.8992 5.2933 1.5986
*
```

Computed properties:
Orbital gap, eV: 7.009
Highest occupied orbital energy, eV: -7.076
LUMO, eV: -0.07
Molecular weight, g/mol: 479.46
ΔE to the lowest compared entry with this formula, charge and spin, eV: 0.2501
Calculated total energy, Ha: -2686.7739

=====

(2)
Computed, not measured: a structure of composition C30H52Cl3CoNO5S2Si in a non-equilibrium geometry, with ωB97M-V/def2-TZVPD.

```
! wB97M-V def2-TZVPD RIJCOSX def2/J DEFGRID3
* xyz 0 2
Co 0.3268 -0.4512 0.1718
C -1.2512 0.5649 3.4414
C 0.0768 1.0843 2.9045
C 1.2277 0.1658 3.2788
C 0.3530 2.4910 3.4158
O 0.0137 1.0872 1.4488
Si -0.6743 2.2501 0.4152
S -0.4197 1.3113 -1.3765
O -2.1913 2.4259 0.9950
C -3.1702 3.4606 0.8152
C -4.5114 2.8156 1.1234
C -2.8719 4.5852 1.7992
C -3.1377 3.9664 -0.6228
O 0.0197 3.7287 0.5857
C 1.1708 4.3769 0.0392
C 0.8748 4.7969 -1.3956
C 2.3741 3.4441 0.0851
C 1.4098 5.5998 0.9131
H -1.1597 0.3282 4.5039
H -1.5374 -0.3342 2.8950
H -2.0373 1.3073 3.3039
H 1.4490 0.2595 4.3432
H 2.1176 0.4328 2.7053
H 0.9801 -0.8722 3.0715
H 0.4022 2.4641 4.5054
H -0.4347 3.1860 3.1212
H 1.3032 2.8667 3.0317
H -4.4941 2.3790 2.1234
H -4.7163 2.0198 0.4077
H -5.3135 3.5549 1.0737
H -2.9302 4.2116 2.8240
H -3.5927 5.3977 1.6831
H -1.8684 4.9753 1.6268
H -3.2803 3.1344 -1.3146
H -2.1746 4.4311 -0.8446
H -3.9254 4.7047 -0.7849
H 0.6390 3.9218 -2.0022
H 1.7370 5.3115 -1.8262
H 0.0207 5.4766 -1.4186
H 2.1628 2.5383 -0.4839
H 2.5964 3.1541 1.1147
H 3.2511 3.9474 -0.3328
H 0.5282 6.2425 0.9071
H 2.2630 6.1732 0.5447
H 1.6092 5.2959 1.9423
O 2.2905 0.1767 0.0985
S 3.3095 -0.4546 -0.8356
C 3.0218 0.2534 -2.4891
C 4.0400 1.3692 -2.7130
C 5.2947 0.9513 -1.9436
C 4.7934 0.5397 -0.5648
H 1.9767 0.5734 -2.4969
H 3.1547 -0.5676 -3.1982
H 3.6524 2.3106 -2.3221
H 4.2406 1.5058 -3.7754
H 6.0271 1.7547 -1.8706
H 5.7734 0.1036 -2.4411
H 4.4300 1.3941 0.0093
H 5.5047 -0.0310 0.0292
Cl -0.2414 -2.3954 -4.6549
C 0.4260 -3.3066 -3.3141
Cl -0.4824 -4.7351 -2.9407
Cl 2.1115 -3.7016 -3.6267
C 0.4784 -2.4201 -2.1212
N 0.6464 -1.7453 -1.2218
C -3.0910 -1.3241 -1.9469
C -3.5224 -1.8829 -0.5885
C -3.7359 -0.7551 0.4214
C -2.5919 -2.9997 -0.1394
C -2.9859 -4.2935 -0.4772
C -2.2638 -5.4095 -0.0972
C -1.1464 -5.2218 0.6991
C -0.7203 -3.9545 1.0874
C 0.4268 -3.8925 2.0813
C -0.0236 -3.2259 3.3837
C 1.7015 -3.2610 1.5140
C -1.4115 -2.8092 0.6165
O -1.0067 -1.5746 0.9397
H -3.8241 -0.6075 -2.3267
H -2.9953 -2.1304 -2.6826
H -2.1410 -0.7966 -1.8615
H -4.4926 -2.3678 -0.7320
H -2.8670 -0.1085 0.4999
H -3.9532 -1.1540 1.4150
H -4.5892 -0.1492 0.1054
H -3.8941 -4.4159 -1.0601
H -2.5876 -6.4052 -0.3747
H -0.5945 -6.0844 1.0593
H 0.6731 -4.9300 2.3226
H -0.3944 -2.2230 3.1909
H 0.7991 -3.1707 4.1021
H -0.8345 -3.7986 3.8380
H 1.5448 -2.2234 1.2227
H 2.0468 -3.8100 0.6338
H 2.5006 -3.2746 2.2604
*
```

Computed properties:
Orbital gap (alpha / beta), eV: 7.053 / 7.150
⟨S²⟩: 0.766
Highest occupied orbital energy (alpha / beta), eV: -7.189 / -7.266
LUMO (alpha / beta), eV: -0.14 / -0.12
Molecular weight, g/mol: 764.26
ΔE to the lowest compared entry with this formula, charge and spin, eV: 0.1948
Calculated total energy, Ha: -5454.6769

=====

(3)
Computed, not measured: the molecule C4H7N3O in a non-equilibrium geometry, with ωB97M-V/def2-TZVPD.

```
! wB97M-V def2-TZVPD RIJCOSX def2/J DEFGRID3
* xyz 0 1
H -2.7578 0.6073 -0.3001
N -2.3024 -0.3176 -0.3372
C -1.1435 -0.2045 0.1390
N -0.3520 -1.4054 0.3506
O 1.0058 -1.4658 -0.1520
C 1.7916 -0.3187 -0.0307
C 0.8158 0.8337 -0.4440
N 0.3043 2.1030 0.0517
C -0.2836 0.9036 0.5890
H -0.8066 -2.1093 -0.2247
H 2.6055 -0.4782 -0.7472
H 2.1869 -0.1037 1.0189
H 0.2918 0.4812 -1.3916
H -0.1835 2.5609 -0.7527
H -0.0139 0.8236 1.6380
*
```

Computed properties:
Orbital gap, eV: 10.073
Highest occupied orbital energy, eV: -9.198
LUMO, eV: 0.87
Molecular weight, g/mol: 113.12
Structure (SMILES): [H]/N=C1/NOC[C@@H]2N[C@@H]12
ΔE to the lowest compared entry with this formula, charge and spin, eV: 5.4931
Calculated total energy, Ha: -395.9465

=====

(4)
Computed, not measured: the ion C4H12NS with charge +1 in a non-equilibrium geometry, with ωB97M-V/def2-TZVPD.

```
! wB97M-V def2-TZVPD RIJCOSX def2/J DEFGRID3
* xyz 1 1
C 2.6125 -0.5408 -0.0664
S 1.1671 1.0687 0.0993
N -0.5450 0.2809 0.0803
C -0.8101 -0.4703 1.2815
C -1.4710 1.4429 -0.1743
C -0.4636 -0.6807 -1.0751
H 3.2908 0.2311 0.2559
H 2.5079 -0.7010 -1.1604
H 2.1867 -1.2490 0.5548
H 0.2520 -0.8686 1.4612
H -1.0789 0.2124 2.1707
H -1.7095 -1.1267 1.0837
H -1.0546 2.0487 -1.0000
H -2.4042 0.9929 -0.3266
H -1.2433 2.0263 0.7183
H 0.1652 -0.2354 -1.8205
H 0.0551 -1.6101 -0.7169
H -1.4571 -0.8211 -1.3656
*
```

Computed properties:
Orbital gap, eV: 10.167
Highest occupied orbital energy, eV: -14.027
LUMO, eV: -3.86
Molecular weight, g/mol: 106.21
Structure (SMILES): CS[N+](C)(C)C
ΔE to the lowest compared entry with this formula, charge and spin, eV: 3.0535
Calculated total energy, Ha: -612.1925

=====

(5)
Computed, not measured: a cluster of 2 separate species, C5H12 in total in a non-equilibrium geometry, with ωB97M-V/def2-TZVPD.

```
! wB97M-V def2-TZVPD RIJCOSX def2/J DEFGRID3
* xyz 0 1
C -0.8434 3.4411 -1.8840
C -1.5028 2.5477 -1.1706
H 0.2313 3.4536 -2.0184
H -1.3270 4.2123 -2.4778
H -0.9498 1.8471 -0.5493
H -2.5618 2.3258 -1.1711
C -0.1187 -1.2594 -0.1214
C 0.2712 -2.0629 1.1469
C 1.6319 -1.6207 1.6620
H 0.3579 -0.2806 -0.1481
H -1.1822 -1.2185 -0.3415
H 0.3376 -1.7987 -0.9621
H 0.1616 -3.1176 0.9028
H -0.5086 -1.8127 1.8732
H 2.0655 -2.3951 2.3033
H 2.4074 -1.6391 0.8860
H 1.5299 -0.6221 2.0701
*
```

Computed properties:
Orbital gap, eV: 11.281
Highest occupied orbital energy, eV: -10.151
LUMO, eV: 1.13
Molecular weight, g/mol: 72.15
Structure (SMILES): C=C.CCC
ΔE to the lowest compared entry with this formula, charge and spin, eV: 1.6687
Calculated total energy, Ha: -197.6478

=====

(6)
Computed, not measured: a structure of composition C40H64Ge2N5O2PSSiTi, with ωB97M-V/def2-TZVPD.

```
! wB97M-V def2-TZVPD RIJCOSX def2/J DEFGRID3
* xyz 1 2
Ti -1.1652 0.0986 0.0044
C -2.3667 1.3892 -5.6132
Si -0.7524 0.4578 -5.4876
C -0.9983 -1.3938 -5.5471
C 0.3881 0.9725 -6.8778
C 0.1165 0.9179 -3.8595
C 1.3755 1.5097 -3.8518
C 2.0263 1.8532 -2.6671
C 1.3741 1.6094 -1.4798
N 0.1582 1.0577 -1.4561
C -0.4494 0.6904 -2.5968
S -1.9747 -0.1151 -2.2753
H -2.9060 1.1015 -6.5183
H -2.1764 2.4634 -5.6661
H -3.0137 1.1973 -4.7575
H -1.4536 -1.6753 -6.4995
H -1.6477 -1.7426 -4.7441
H -0.0414 -1.9158 -5.4684
H -0.0789 0.7323 -7.8354
H 1.3459 0.4491 -6.8469
H 0.5834 2.0470 -6.8732
H 1.8677 1.7213 -4.7942
H 3.0028 2.3159 -2.6711
H 1.8060 1.8601 -0.5122
O 1.3592 0.5669 2.0291
C 0.5047 0.1733 1.2634
N 0.3438 -1.0449 0.6679
P 1.2138 -2.4147 0.8686
N 0.9703 -3.1068 2.3280
C 0.1092 -4.2797 2.5124
C -1.2905 -3.8788 2.9595
C -1.2214 -3.0253 4.2218
C -0.3029 -1.8237 4.0200
C 1.0743 -2.2619 3.5321
N 2.7935 -2.0504 0.7755
C 3.8632 -2.6067 1.6121
C 4.7268 -1.4830 2.1669
C 5.2834 -0.6242 1.0340
C 4.1498 -0.0925 0.1629
C 3.2796 -1.2346 -0.3435
N 0.7774 -3.4213 -0.3307
C 1.6824 -4.4885 -0.7802
C 1.8001 -4.4700 -2.2972
C 0.4209 -4.5675 -2.9448
C -0.5055 -3.4806 -2.4099
C -0.5737 -3.5237 -0.8921
H 0.5828 -4.9115 3.2714
H 0.0802 -4.8513 1.5858
H -1.8921 -4.7730 3.1316
H -1.7659 -3.3162 2.1478
H -0.8429 -3.6378 5.0472
H -2.2202 -2.6942 4.5127
H -0.1931 -1.2623 4.9499
H -0.7396 -1.1419 3.2836
H 1.5853 -2.8497 4.3025
H 1.6939 -1.3922 3.3077
H 4.4805 -3.2775 0.9992
H 3.4198 -3.2019 2.4050
H 5.5362 -1.9130 2.7595
H 4.1186 -0.8645 2.8334
H 5.9618 -1.2283 0.4214
H 5.8719 0.2009 1.4366
H 4.5461 0.4571 -0.6943
H 3.5282 0.5912 0.7488
H 3.8590 -1.8816 -1.0157
H 2.4236 -0.8620 -0.9080
H 1.2804 -5.4548 -0.4485
H 2.6545 -4.3585 -0.3065
H 2.4393 -5.2941 -2.6198
H 2.2887 -3.5387 -2.5987
H -0.0100 -5.5510 -2.7300
H 0.5057 -4.4934 -4.0302
H -1.5133 -3.5920 -2.8142
H -0.1499 -2.4911 -2.7142
H -1.0244 -4.4703 -0.5641
H -1.1953 -2.7175 -0.5010
C 1.1118 5.0632 -0.6313
Ge 0.7253 4.3354 1.1521
C -0.1140 5.7585 2.2028
C 2.3275 3.6817 2.0585
Ge -1.0883 2.6915 1.1383
C -1.8480 2.4467 2.9106
C -1.1310 1.7927 3.9139
C -1.6812 1.6251 5.1760
C -2.9531 2.1104 5.4518
C -3.6700 2.7747 4.4673
C -3.1208 2.9425 3.2023
C -2.4848 2.8600 -0.2078
C -2.1843 3.4879 -1.4214
C -3.1246 3.5610 -2.4352
C -4.3842 3.0053 -2.2524
C -4.7029 2.3844 -1.0518
C -3.7604 2.3075 -0.0401
H 2.1343 5.4419 -0.6628
H 0.4314 5.8986 -0.8033
H 0.9947 4.3443 -1.4407
H 0.5809 6.5939 2.2964
H -0.3712 5.4056 3.2016
H -1.0217 6.1181 1.7165
H 3.2141 3.9669 1.4916
H 2.3094 2.6017 2.1775
H 2.3887 4.1440 3.0441
H -0.1334 1.4167 3.7063
H -1.1168 1.1190 5.9491
H -3.3837 1.9723 6.4349
H -4.6574 3.1618 4.6827
H -3.6943 3.4602 2.4402
H -1.1951 3.9165 -1.5828
H -2.8781 4.0491 -3.3693
H -5.1187 3.0591 -3.0456
H -5.6851 1.9528 -0.9100
H -4.0116 1.8016 0.8848
C -3.5387 -0.5977 1.9798
O -2.5403 -0.3231 1.0331
H -3.4863 0.1233 2.7993
H -3.4042 -1.6070 2.3758
H -4.5223 -0.5401 1.5077
*
```

Computed properties:
Orbital gap (alpha / beta), eV: 7.246 / 6.788
⟨S²⟩: 0.763
Highest occupied orbital energy (alpha / beta), eV: -9.702 / -10.411
LUMO (alpha / beta), eV: -2.46 / -3.62
Molecular weight, g/mol: 931.20
ΔE to the lowest compared entry with this formula, charge and spin, eV: 0.2143
Calculated total energy, Ha: -8019.2253

=====

(7)
Computed, not measured: a structure of composition C33H37DyN3O6S, with ωB97M-V/def2-TZVPD.

```
! wB97M-V def2-TZVPD RIJCOSX def2/J DEFGRID3
* xyz -1 6
Dy -0.2481 -0.0926 -0.5869
O 1.9203 2.5087 -1.6539
C 1.2809 3.6743 -1.1637
C -0.2363 3.5803 -1.0108
N -0.7668 2.5233 -0.1285
C -2.2323 2.6102 -0.1259
C -2.9114 1.3572 0.4229
O -4.0376 1.4715 0.9178
O -2.2728 0.2498 0.3334
C -0.2613 2.6594 1.2450
C 1.1569 2.1023 1.4078
O 1.9205 2.6075 2.2089
O 1.4243 1.0733 0.6456
H 2.1390 1.9820 -0.8742
H 1.4642 4.4628 -1.8938
H 1.7423 3.9856 -0.2228
H -0.6634 3.3997 -1.9991
H -0.5767 4.5627 -0.6483
H -2.5784 2.7310 -1.1514
H -2.5855 3.4701 0.4529
H -0.8899 2.0629 1.9117
H -0.2878 3.6955 1.5941
C 1.1384 -2.2619 2.5563
O 0.9960 -1.3348 1.4815
H 0.8954 -1.8023 3.5128
H 2.1538 -2.6646 2.5846
H 0.4461 -3.0822 2.3814
H 1.5614 -0.5683 1.6390
C -1.2618 1.9966 -5.3466
C -0.0198 1.4631 -5.0201
C 0.1611 0.8106 -3.8067
C -0.8593 0.6537 -2.8579
C -2.1022 1.1708 -3.2454
C -2.3132 1.8341 -4.4520
H -1.4094 2.5294 -6.2788
H 0.8141 1.5682 -5.7082
H 1.1525 0.4194 -3.5942
H -2.9636 1.0481 -2.5906
H -3.2975 2.2242 -4.6921
C -6.2918 -0.0109 2.2892
C -5.3412 -0.2751 3.4127
C -5.7063 -0.6698 4.6663
C -4.6762 -0.8319 5.6165
N -3.4003 -0.6853 5.3309
C -3.0240 -0.3430 4.0626
S -1.4408 -0.1594 3.5799
N -4.0338 -0.1205 3.1448
C -5.0082 -1.1615 7.0433
H -7.3055 0.1216 2.6606
H -6.2773 -0.8550 1.5955
H -5.9722 0.8724 1.7344
H -6.7454 -0.8190 4.9258
H -3.7766 0.3128 2.2521
H -6.0825 -1.2750 7.1898
H -4.6383 -0.3637 7.6879
H -4.5016 -2.0806 7.3385
C 4.4611 -5.7630 -1.8542
C 3.3882 -5.8008 -0.9716
C 2.5057 -4.7337 -0.8849
C 2.6628 -3.6009 -1.6909
C 3.7679 -3.5658 -2.5467
C 4.6525 -4.6323 -2.6368
C 1.7651 -2.4167 -1.6305
C 0.4633 -2.3390 -1.3076
C -0.3776 -3.5299 -1.0843
C -1.1789 -3.6240 0.0621
C -2.0015 -4.7209 0.2839
C -2.0813 -5.7372 -0.6594
C -1.3353 -5.6328 -1.8295
C -0.4991 -4.5472 -2.0389
H 5.1468 -6.5996 -1.9212
H 3.2417 -6.6670 -0.3361
H 1.6905 -4.7692 -0.1746
H 3.9260 -2.6827 -3.1572
H 5.4986 -4.5768 -3.3122
H 2.2844 -1.4946 -1.9113
H -1.1499 -2.8203 0.7911
H -2.5927 -4.7757 1.1915
H -2.7254 -6.5926 -0.4914
H -1.4027 -6.4109 -2.5820
H 0.0791 -4.4741 -2.9532
*
```

Computed properties:
Orbital gap (alpha / beta), eV: 7.274 / 7.236
⟨S²⟩: 9.335
Highest occupied orbital energy (alpha / beta), eV: -4.902 / -4.863
LUMO (alpha / beta), eV: 2.37 / 2.37
Molecular weight, g/mol: 766.24
ΔE to the lowest compared entry with this formula, charge and spin, eV: 0.0781
Calculated total energy, Ha: -3178.8109

=====

(8)
Computed, not measured: a structure of composition C12H11AgN2O6 in a non-equilibrium geometry, with ωB97M-V/def2-TZVPD.

```
! wB97M-V def2-TZVPD RIJCOSX def2/J DEFGRID3
* xyz 0 1
C -4.6496 -0.6861 -1.5363
C -3.7236 -1.1708 -0.4495
N -3.9724 -0.8384 0.7576
C -2.5843 -1.9973 -0.9298
O -1.7053 -2.4535 0.0848
C -0.3889 -2.0462 -0.0851
O 0.2810 -2.5262 -0.9357
N 0.0390 -1.1021 0.8389
O 1.4182 -0.9374 0.5875
C 1.9894 -0.0746 1.4803
O 1.7571 -0.0943 2.6472
C 2.9317 0.8772 0.8463
C 3.6536 1.7451 1.6519
C 4.5030 2.6574 1.0543
C 4.6522 2.7007 -0.3205
C 3.9369 1.8120 -1.1091
C 3.0672 0.9012 -0.5364
C -0.7272 0.1951 0.5780
O -1.5448 0.4577 1.4580
O -0.4652 0.7684 -0.4679
H -4.2707 -0.8901 -2.5271
H -5.6337 -1.1270 -1.3938
H -4.7769 0.3795 -1.3899
H -3.2277 -1.2014 1.3597
H -2.0518 -1.4697 -1.7199
H -3.0250 -2.8737 -1.4067
H 3.5512 1.7110 2.7202
H 5.0451 3.3478 1.6796
H 5.3163 3.3965 -0.8044
H 4.0417 1.8222 -2.1823
H 2.4988 0.2121 -1.1294
Ag -5.9351 -1.4950 1.1795
*
```

Computed properties:
Orbital gap, eV: 5.056
Highest occupied orbital energy, eV: -8.152
LUMO, eV: -3.10
Molecular weight, g/mol: 387.10
Calculated total energy, Ha: -1171.6714